No. 1
Computed, not measured: 2 unconnected molecules or ions with the total composition C44H45N3OP in a non-equilibrium geometry, with the ωB97M-V functional and the def2-TZVPD basis.

The calculation puts the total energy at -2284.2453 Ha. As for the net charge: +1. As for the relative energy (zero: lowest compared OMol25 entry of this formula, charge and spin): 0.0 kJ/mol. Its HOMO energy is -8.9 eV.

```
94
C44H45N3OP the ωB97M-V functional and the def2-TZVPD basis
C 1.1340 -5.5333 -3.7002
N -0.0020 -4.9330 -3.0394
C -1.2524 -5.5866 -3.3543
C 0.1177 -3.8352 -2.2346
C -0.9192 -3.4674 -1.3287
C -0.8532 -2.2628 -0.6447
C 0.2598 -1.4034 -0.7931
P 0.1939 0.2365 0.0623
C 1.5094 1.0757 -0.9306
C 1.3503 1.4887 -2.2648
C 2.4062 2.0024 -3.0049
C 3.6899 2.1171 -2.4200
N 4.7519 2.5530 -3.1591
C 5.9503 3.1125 -2.5826
C 4.7056 2.6585 -4.6002
C 3.8498 1.7516 -1.0491
C 2.7770 1.2384 -0.3254
C -1.2510 0.8859 -0.8940
C -1.9161 2.0171 -0.3766
C -2.9297 2.6384 -1.1007
C -3.2656 2.1912 -2.4118
N -4.1802 2.8682 -3.1674
C -4.2935 2.7033 -4.5984
C -5.1879 3.7341 -2.6045
C -2.6105 1.0420 -2.9227
C -1.6278 0.4107 -2.1678
C 1.3330 -1.8223 -1.5984
C 1.2802 -3.0241 -2.2950
H 2.0502 -5.4147 -3.1124
H 0.9156 -6.6032 -3.8178
H 1.3010 -5.1125 -4.7046
H -2.1085 -5.0430 -2.9499
H -1.3570 -5.6677 -4.4452
H -1.2461 -6.6107 -2.9579
H -1.7674 -4.1361 -1.1708
H -1.6902 -1.9472 -0.0196
H 0.3945 1.4032 -2.7673
H 2.2362 2.3209 -4.0352
H 5.9355 3.0601 -1.4941
H 6.8199 2.5696 -2.9674
H 6.0564 4.1626 -2.8872
H 4.1513 1.8307 -5.0567
H 4.2560 3.6061 -4.9366
H 5.7433 2.6352 -4.9535
H 4.8256 1.8356 -0.5672
H 2.9098 0.9364 0.7152
H -1.6066 2.4218 0.5874
H -3.4304 3.5062 -0.6707
H -3.3179 2.5647 -5.0746
H -4.9396 1.8569 -4.8726
H -4.7568 3.6172 -4.9875
H -5.0986 3.8062 -1.5191
H -5.0992 4.7328 -3.0479
H -6.1887 3.3530 -2.8516
H -2.8731 0.6457 -3.9060
H -1.0994 -0.4326 -2.6192
H 2.2032 -1.1863 -1.7363
H 2.1182 -3.3140 -2.9283
C -4.8824 -3.7165 4.5951
O -4.7346 -2.5920 3.7034
C -3.5022 -2.0150 3.6014
C -3.4122 -0.8020 2.8651
C -2.2022 -0.1598 2.7606
C -1.0259 -0.6837 3.3502
C 0.2018 0.0696 3.3605
C 1.5156 -0.4906 3.6136
C 2.3969 0.5831 3.9812
C 3.6856 0.3473 4.4433
C 4.1387 -0.9759 4.5047
C 3.3030 -2.0343 4.0969
C 1.9998 -1.7982 3.6501
C 1.6257 1.8147 4.0069
C 0.2673 1.4928 3.6642
C -0.7240 2.4592 3.8572
C -0.3563 3.7279 4.3202
C 0.9807 4.0320 4.6359
C 1.9803 3.0620 4.5037
C -1.1316 -1.9103 4.0544
C -2.3411 -2.5646 4.1997
H -5.9506 -3.9268 4.5668
H -4.3132 -4.5892 4.2440
H -4.5712 -3.4606 5.6205
H -4.3230 -0.3931 2.4319
H -2.1406 0.7758 2.2093
H 4.2984 1.1933 4.7705
H 5.1417 -1.1913 4.8801
H 3.6747 -3.0592 4.1559
H 1.3600 -2.6134 3.3265
H -1.7672 2.2198 3.6646
H -1.1259 4.4888 4.4657
H 1.2388 5.0253 5.0043
H 3.0183 3.2368 4.7907
H -0.2639 -2.3247 4.5622
H -2.4164 -3.4812 4.7998
```



No. 2
Computed, not measured: a molecular structure, C44H45N6SSb2Sc, with the ωB97M-V functional and the def2-TZVPD basis.

The calculation puts the total energy at -3671.1759 Ha. As for the net charge: +2. As for the relative energy (zero: lowest compared OMol25 entry of this formula, charge and spin): 285.7 kJ/mol. Its HOMO energy is -12.1 eV.

```
99
C44H45N6SSb2Sc the ωB97M-V functional and the def2-TZVPD basis
Sc 0.1537 -1.7324 -0.1780
C -6.0433 -0.9935 -0.9202
C -5.4177 -1.4087 0.4009
N -4.1393 -0.7504 0.6974
C -2.9804 -1.2334 0.2815
S -1.5319 -0.4786 0.9750
N -2.9657 -2.2228 -0.5837
N -1.7200 -2.7071 -0.8341
C -1.6724 -3.7832 -1.5543
C -2.9046 -4.4063 -2.1037
C -0.3336 -4.3973 -1.6736
C -0.0947 -5.5592 -2.3843
C 1.1713 -6.1282 -2.3545
C 2.1687 -5.5223 -1.6110
C 1.8700 -4.3487 -0.9480
N 0.6537 -3.7860 -0.9757
H -6.9462 -1.5797 -1.0916
H -6.3177 0.0580 -0.9180
H -5.3552 -1.1747 -1.7461
H -6.0771 -1.1927 1.2399
H -5.2209 -2.4794 0.3960
H -4.1441 0.1352 1.1918
H -3.5156 -3.6422 -2.5828
H -2.7007 -5.2058 -2.8070
H -3.5048 -4.8006 -1.2792
H -0.8850 -6.0296 -2.9474
H 1.3675 -7.0421 -2.8993
H 3.1611 -5.9435 -1.5406
H 2.6248 -3.8437 -0.3598
C -0.4293 2.7187 2.3145
C 1.0566 2.4164 2.5112
C 1.7256 1.5155 1.4651
Sb 2.7748 2.2253 -0.3220
C 2.7963 4.3465 -0.2589
C 1.9800 5.1615 0.5196
C 2.0352 6.5424 0.4007
C 2.9211 7.1260 -0.4945
C 3.7583 6.3261 -1.2599
C 3.6997 4.9443 -1.1383
C 1.2266 2.0431 -1.8225
C 1.0814 3.0435 -2.7813
C 0.1019 2.9587 -3.7627
C -0.7656 1.8741 -3.8106
C -0.6358 0.8579 -2.8754
C 0.3658 0.9597 -1.9232
Sb -1.1739 3.5627 0.4608
C -1.3683 5.5896 1.1159
C -1.0968 6.0305 2.4085
C -1.1803 7.3808 2.7287
C -1.5395 8.3059 1.7586
C -1.8113 7.8785 0.4665
C -1.7181 6.5304 0.1480
C -3.2054 2.9562 0.8109
C -3.7782 2.8370 2.0784
C -5.1248 2.5172 2.2232
C -5.9267 2.3498 1.0980
C -5.3711 2.4800 -0.1667
C -4.0162 2.7554 -0.3052
H -0.7720 3.3489 3.1347
H -0.9949 1.7884 2.4042
H 1.1403 1.8968 3.4717
H 1.6398 3.3292 2.6388
H 1.0170 0.7445 1.1305
H 2.5437 0.9780 1.9485
H 1.2921 4.7416 1.2359
H 1.3778 7.1553 1.0063
H 2.9656 8.2028 -0.5893
H 4.4602 6.7765 -1.9493
H 4.3671 4.3347 -1.7395
H 1.7139 3.9240 -2.7440
H 0.0030 3.7562 -4.4877
H -1.5374 1.8232 -4.5667
H -1.3223 0.0173 -2.8806
H 0.4423 0.1935 -1.1472
H -0.8094 5.3355 3.1877
H -0.9671 7.7090 3.7381
H -1.6070 9.3565 2.0086
H -2.0904 8.5955 -0.2949
H -1.9158 6.2164 -0.8723
H -3.1851 3.0117 2.9681
H -5.5576 2.4360 3.2125
H -6.9838 2.1411 1.2110
H -5.9916 2.3830 -1.0484
H -3.5960 2.8540 -1.3019
N 4.3981 -1.0899 -0.9529
C 3.1095 -1.0399 -1.2896
N 2.3174 -1.3472 -0.2714
C 3.1721 -1.5879 0.8152
C 2.8786 -1.9399 2.1322
C 3.9455 -2.1100 2.9887
C 5.2704 -1.9314 2.5537
C 5.5695 -1.5845 1.2529
C 4.4874 -1.4213 0.3940
H 5.1598 -0.8155 -1.5547
H 2.7701 -0.7624 -2.2766
H 1.8606 -2.0532 2.4942
H 3.7636 -2.3767 4.0207
H 6.0754 -2.0666 3.2626
H 6.5901 -1.4436 0.9246
```



No. 3
Computed, not measured: a molecular structure, C44H46CoFN9O, with the ωB97M-V functional and the def2-TZVPD basis.

Its expectation value of S² is 0.758. Its multiplicity is 2. The calculation puts the total energy at -3754.9085 Ha. As for the net charge: 0. As for the relative energy (zero: lowest compared OMol25 entry of this formula, charge and spin): 1.4 kJ/mol. Its HOMO energy (spin up / spin down) is -6.5 / -6.5 eV.

```
102
C44H46CoFN9O the ωB97M-V functional and the def2-TZVPD basis
Co 0.2094 -0.3754 0.3048
C 3.6527 3.3274 0.2478
C 3.9356 1.8353 0.4535
C 5.3023 1.6694 1.1233
C 3.8389 1.0942 -0.8685
C 4.6978 1.5222 -1.8758
C 4.6875 0.9442 -3.1285
C 3.8032 -0.0898 -3.3648
C 2.9417 -0.5738 -2.3817
C 2.1004 -1.7721 -2.7835
C 0.6283 -1.4041 -2.9666
C 2.3486 -2.9825 -1.8809
C 2.9407 0.0225 -1.0998
N 2.1444 -0.4648 -0.0208
C 2.8399 -0.9985 1.0251
C 4.1761 -1.4500 0.9698
C 4.8323 -1.9521 2.0810
C 4.2040 -2.0444 3.3157
C 2.8799 -1.6313 3.4113
C 2.2541 -1.1439 2.2945
F 0.9308 -0.7355 2.4384
H 3.5795 3.8415 1.2075
H 2.7274 3.4779 -0.3108
H 4.4556 3.7972 -0.3226
H 3.1850 1.4256 1.1278
H 6.0947 2.0972 0.5051
H 5.5332 0.6199 1.2978
H 5.3150 2.1839 2.0866
H 5.3907 2.3287 -1.6687
H 5.3677 1.2798 -3.9010
H 3.7914 -0.5662 -4.3383
H 2.4546 -2.0513 -3.7802
H 0.2208 -0.9327 -2.0760
H 0.0183 -2.2888 -3.1585
H 0.5207 -0.7101 -3.8044
H 1.8652 -2.8719 -0.9112
H 3.4205 -3.1188 -1.7251
H 1.9606 -3.8874 -2.3555
H 4.6907 -1.4023 0.0188
H 5.8585 -2.2829 1.9763
H 4.7222 -2.4287 4.1826
H 2.3272 -1.6910 4.3401
C -5.3914 -0.1421 0.7367
N -3.9691 -0.3601 0.9442
C -2.9343 0.1284 0.2578
N -1.8070 -0.2674 0.8104
C -2.2222 -1.0180 1.8729
N -3.5233 -1.0807 1.9953
C -6.0139 0.6185 1.8810
C -7.0763 0.1118 2.6124
C -7.6177 0.8501 3.6601
C -7.0917 2.0842 3.9980
C -6.0136 2.5869 3.2736
C -5.4901 1.8570 2.2157
C -5.3874 3.8580 3.6283
N -5.6517 4.6880 4.5754
N -4.6942 5.6955 4.4920
C -3.9319 5.3897 3.5015
O -4.3147 4.2404 2.8944
C -2.7228 6.0347 2.9958
C -2.2123 7.1851 3.5931
C -1.0221 7.7169 3.1310
C -0.3301 7.1064 2.0894
C -0.8467 5.9732 1.4830
C -0.1252 5.2582 0.3700
N 0.1082 3.8607 0.7097
C -0.1062 2.7700 -0.0288
N 0.2546 1.6968 0.6467
C 0.7047 2.2063 1.8264
N 0.6222 3.5116 1.9042
C -2.0470 5.4483 1.9355
H -5.8748 -1.1074 0.5927
H -5.4814 0.4292 -0.1885
H -3.0401 0.7309 -0.6292
H -1.5401 -1.5249 2.5316
H -7.4844 -0.8613 2.3692
H -8.4487 0.4493 4.2244
H -7.4930 2.6587 4.8216
H -4.6509 2.2531 1.6576
H -2.7437 7.6359 4.4201
H -0.6147 8.6037 3.5971
H 0.6147 7.5160 1.7546
H 0.8288 5.7344 0.1420
H -0.7325 5.2532 -0.5367
H -0.5116 2.7930 -1.0271
H 1.0732 1.5996 2.6351
H -2.4450 4.5507 1.4792
C 0.8148 -5.5748 0.8615
C -0.4664 -4.9159 0.3328
C -1.6369 -5.2419 1.2689
C -0.7740 -5.4490 -1.0722
C -0.2707 -3.4560 0.2770
C -0.1079 -2.2548 0.2271
H 0.7190 -6.6635 0.8396
H 1.0109 -5.2629 1.8881
H 1.6721 -5.2873 0.2519
H -1.7934 -6.3223 1.3221
H -2.5563 -4.7753 0.9114
H -1.4364 -4.8721 2.2755
H -0.9719 -6.5230 -1.0339
H 0.0694 -5.2753 -1.7419
H -1.6491 -4.9485 -1.4890
```



No. 4
Computed, not measured: a molecular structure, C44H46F5NP2SSi2V, with the ωB97M-V functional and the def2-TZVPD basis.

Its expectation value of S² is 3.767. Its multiplicity is 4. The calculation puts the total energy at -4862.3230 Ha. As for the net charge: 0. As for the relative energy (zero: lowest compared OMol25 entry of this formula, charge and spin): 0.0 kJ/mol. Its HOMO energy (spin up / spin down) is -7.1 / -7.5 eV.

```
102
C44H46F5NP2SSi2V the ωB97M-V functional and the def2-TZVPD basis
V 0.0111 -0.1858 0.1852
C -3.1174 0.5754 -1.3779
C -3.3509 -0.7986 -0.7647
P -1.8435 -1.8449 -0.6052
C -1.5081 -2.4419 -2.2947
C -2.3366 -2.1614 -3.3781
C -2.0187 -2.6257 -4.6480
C -0.8758 -3.3814 -4.8409
C -0.0472 -3.6699 -3.7650
C -0.3568 -3.1988 -2.5026
C -2.5941 -3.3342 0.1320
C -2.0977 -3.9159 1.2854
C -2.6800 -5.0649 1.8043
C -3.7659 -5.6421 1.1701
C -4.2641 -5.0750 0.0031
C -3.6762 -3.9372 -0.5159
P -1.8041 1.5704 -0.5437
C -2.8050 2.6459 0.5478
C -3.8721 2.1292 1.2798
C -4.6203 2.9391 2.1154
C -4.3105 4.2850 2.2395
C -3.2570 4.8128 1.5111
C -2.5141 4.0009 0.6676
C -1.2914 2.7644 -1.8075
C 0.0311 3.1872 -1.8668
C 0.4197 4.1305 -2.8074
C -0.5085 4.6518 -3.6951
C -1.8331 4.2358 -3.6396
C -2.2229 3.3027 -2.6966
H -4.0523 1.1435 -1.3734
H -2.7950 0.4643 -2.4117
H -4.1332 -1.3242 -1.3188
H -3.7197 -0.7317 0.2629
H -3.2239 -1.5562 -3.2552
H -2.6615 -2.3842 -5.4837
H -0.6220 -3.7392 -5.8288
H 0.8535 -4.2491 -3.9152
H 0.3211 -3.3979 -1.6798
H -1.2516 -3.4828 1.7921
H -2.2739 -5.5057 2.7053
H -4.2187 -6.5385 1.5715
H -5.1043 -5.5271 -0.5068
H -4.0487 -3.5295 -1.4476
H -4.1272 1.0820 1.2193
H -5.4412 2.5170 2.6786
H -4.8881 4.9205 2.8965
H -3.0116 5.8638 1.5870
H -1.7110 4.4411 0.0872
H 0.7743 2.7607 -1.2021
H 1.4541 4.4443 -2.8488
H -0.2012 5.3810 -4.4323
H -2.5607 4.6394 -4.3308
H -3.2593 2.9930 -2.6630
C 1.0368 -1.1307 5.1845
Si 0.2235 -1.2724 3.4763
C -1.6323 -1.3730 3.8449
C 0.9576 -2.8911 2.8098
C 0.6113 0.1642 2.3580
C 1.9423 -0.0408 1.7769
C 3.1669 0.4931 2.2248
C 4.3420 0.1509 1.6027
C 4.3179 -0.7166 0.5116
C 3.0908 -1.1538 0.0706
N 1.9475 -0.8160 0.6721
Si 0.3448 1.8613 3.0961
C 0.8169 3.1777 1.8101
C -1.4499 2.0393 3.6547
C 1.3610 2.3349 4.6358
H 0.9351 -2.0933 5.6892
H 0.5863 -0.3758 5.8339
H 2.1027 -0.9144 5.1103
H -1.8983 -2.2905 4.3706
H -2.2600 -1.3023 2.9558
H -1.9010 -0.5396 4.4961
H 0.6312 -3.7272 3.4316
H 2.0438 -2.8273 2.9080
H 0.7546 -3.1312 1.7675
H 3.1728 1.1334 3.0922
H 5.2835 0.5400 1.9680
H 5.2209 -1.0190 0.0026
H 2.9740 -1.7768 -0.8062
H 0.0626 3.2876 1.0277
H 1.7682 2.9591 1.3221
H 0.9149 4.1500 2.2970
H -2.1041 1.3182 3.1689
H -1.8384 3.0350 3.4393
H -1.5318 1.8840 4.7312
H 2.4322 2.4114 4.4623
H 1.2107 1.6752 5.4961
H 1.0240 3.3314 4.9310
F 0.5252 -0.0196 -7.8928
C 0.6122 -0.0248 -6.5659
C 1.7790 -0.4312 -5.9366
F 2.8213 -0.8228 -6.6662
C 1.8532 -0.4348 -4.5562
F 2.9997 -0.8527 -4.0188
C 0.7890 -0.0418 -3.7335
S 1.0551 -0.1616 -2.0023
C -0.3558 0.3648 -4.4078
F -1.4430 0.7699 -3.7316
C -0.4584 0.3774 -5.7878
F -1.5924 0.7729 -6.3662
```